*A*
A cluster of 2 separate species, C6H14NO in total. Source: the Open Molecules 2025 dataset; level of theory: ωB97M-V with the def2-TZVPD basis set.

XYZ file:
```
22
Properties=species:S:1:pos:R:3
H 1.5904 0.0631 -1.0704
O -0.2985 -2.7644 0.0325
C 0.6913 0.6848 -0.8275
H -1.2298 -0.3560 0.1316
H 2.6557 3.3329 0.4276
C 2.2383 2.6752 -0.3291
C 0.3281 -1.7590 -0.1936
H 1.4151 1.2978 1.1698
H -2.4376 -5.2839 0.6979
N -3.3702 -4.9179 0.8133
H -4.0473 -5.5305 1.2833
C 1.1718 1.7692 0.2172
H 1.4470 -1.8027 -0.3026
H 3.1225 2.1233 -0.7307
C -0.1116 2.6127 0.4450
H -3.7326 -4.7609 -0.1315
H 0.1164 1.0995 -1.6573
H 0.1489 3.4925 1.0482
C -0.1894 -0.4171 -0.2317
H 1.9432 3.3134 -1.1574
H -0.4977 3.0269 -0.5110
H -0.9540 2.1010 0.8764
```

Results
Total charge: +1

natural (NBO) population analysis, charges in e, atoms 1 to 5: number 1, H, carries 0.247; number 2, O, carries -0.268; number 3, C, carries -0.515; number 4, H, carries 0.248; number 5, H, carries 0.256

*B*
A cluster of 2 separate species, C6H14NO in total. Source: the Open Molecules 2025 dataset; level of theory: ωB97M-V with the def2-TZVPD basis set.

XYZ file:
```
22
Properties=species:S:1:pos:R:3
H -1.6867 1.7386 -1.9883
H 0.8177 1.2667 0.9135
H 1.3523 -1.0833 1.0520
C -0.3453 -3.4868 -0.0525
O 0.1329 -0.0756 3.1992
H -0.7852 1.6699 0.4928
H 0.8535 1.1191 -1.9386
H -0.9455 -0.6156 -0.8362
H -1.3734 -3.2386 0.1953
H 0.1591 0.7343 3.7192
N 0.5825 -2.6318 -0.1230
H 1.0614 2.6637 -1.0659
C 0.3993 1.8325 -1.2524
C 0.0995 1.1431 0.1334
H -0.7372 2.9812 -2.7350
H 1.5122 -2.9659 -0.3518
C -0.1691 -0.2759 -0.1555
H 0.7607 -0.6451 3.6634
C 0.6038 -1.2567 0.2930
C -0.8859 2.4501 -1.7888
H -1.2770 3.2085 -1.1208
H -0.1297 -4.5325 -0.2529
```

Results
Total charge: +1

natural (NBO) population analysis, charges in e, atoms 1 to 5: number 1, H, carries 0.201; number 2, H, carries 0.235; number 3, H, carries 0.235; number 4, C, carries 0.122; number 5, O, carries -0.951

Q: What are the energies relative to the best structure? A: *A* 2.890; *B* 0.000, in eV.